Record 1
Molecular formula: C5H9N3S
Method: DFT, ωB97M-V/def2-TZVPD

LUMO energy = 0.45 eV
M = 143.2 u
frontier orbital gap = 0.3464 Eh

Geometry as ORCA input:
```
! wB97M-V def2-TZVPD RIJCOSX def2/J DEFGRID3
* xyz 0 1
C -2.056 -0.483 -2.267
S -1.210 -1.167 -0.830
C -0.500 0.314 -0.166
N -0.952 1.574 -0.303
C -2.040 2.162 -0.829
N -2.679 2.908 -1.427
N 0.537 0.158 0.628
C 1.124 -1.081 0.960
C 1.030 1.337 1.261
H -1.636 -0.979 -3.058
H -1.716 0.608 -2.234
H -3.108 -0.400 -2.216
H 0.715 -1.554 1.828
H 0.860 -1.760 0.197
H 2.236 -0.945 0.922
H 1.829 1.231 1.925
H 1.455 2.114 0.562
H 0.179 1.716 1.734
*
```

***

Record 2
Molecular formula: C5H8BrF2N
Method: DFT, ωB97M-V/def2-TZVPD

LUMO energy = 0.65 eV
M = 200.0 u
frontier orbital gap = 0.3287 Eh

Geometry as ORCA input:
```
! wB97M-V def2-TZVPD RIJCOSX def2/J DEFGRID3
* xyz 0 1
C 0.251 -0.025 2.033
C 0.077 0.194 0.717
C 1.104 -1.524 -0.512
C 0.681 0.662 -1.593
C -1.872 0.947 0.568
N 0.793 -0.166 -0.387
F -1.829 2.315 0.563
F -2.511 0.556 1.630
Br -2.705 0.146 -1.014
H 1.232 -0.357 2.380
H -0.505 0.315 2.709
H 1.165 -1.599 -1.678
H 2.025 -1.888 -0.001
H 0.336 -2.226 0.014
H 1.596 0.875 -2.127
H -0.129 0.255 -2.179
H 0.289 1.520 -1.122
*
```

***

Record 3
Molecular formula: C24H30N6O3
Method: DFT, ωB97M-V/def2-TZVPD

LUMO energy = 0.40 eV
M = 450.5 u
frontier orbital gap = 0.3017 Eh

Geometry as ORCA input:
```
! wB97M-V def2-TZVPD RIJCOSX def2/J DEFGRID3
* xyz 0 1
O 2.718 0.677 0.014
C 1.726 0.517 -0.688
N 1.024 1.615 -1.124
C -0.080 1.589 -1.932
C -0.758 2.756 -2.265
C -1.863 2.704 -3.096
C -2.280 1.471 -3.636
C -1.619 0.312 -3.287
C -0.520 0.346 -2.425
C 0.169 -0.824 -1.994
C 1.205 -0.773 -1.126
C 1.873 -2.004 -0.558
N 1.370 -2.466 0.724
C 1.393 -1.479 1.767
C 0.419 -0.350 1.653
N -0.766 -0.352 1.081
N -1.247 0.877 1.196
N -0.434 1.633 1.809
N 0.641 0.906 2.123
C 1.790 1.415 2.829
C 1.784 2.954 2.863
C 1.958 3.333 4.335
C 1.289 2.181 5.076
C 1.776 0.959 4.302
C 0.367 -3.508 0.803
C -1.041 -3.192 0.240
C -1.431 -4.393 -0.623
C -0.099 -4.924 -1.144
C 0.820 -4.791 0.068
O -3.336 1.385 -4.508
C -3.726 2.629 -5.043
C -3.798 3.678 -3.937
O -2.519 3.870 -3.369
H 1.353 2.514 -0.790
H -0.451 3.712 -1.871
H -1.968 -0.625 -3.689
H -0.181 -1.777 -2.368
H 1.789 -2.821 -1.272
H 2.935 -1.764 -0.416
H 2.399 -1.042 1.785
H 1.226 -1.984 2.727
H 2.668 1.035 2.298
H 2.570 3.366 2.233
H 0.820 3.310 2.499
H 1.511 4.298 4.565
H 3.018 3.372 4.594
H 1.556 2.139 6.130
H 0.204 2.268 4.993
H 1.140 0.086 4.450
H 2.789 0.699 4.611
H 0.287 -3.729 1.873
H -1.757 -3.017 1.040
H -1.001 -2.282 -0.350
H -1.911 -5.157 -0.009
H -2.118 -4.120 -1.423
H 0.255 -4.303 -1.969
H -0.167 -5.951 -1.500
H 0.672 -5.649 0.724
H 1.876 -4.750 -0.192
H -3.002 2.955 -5.804
H -4.701 2.474 -5.508
H -4.502 3.343 -3.164
H -4.111 4.648 -4.325
*
```

***

Record 4
Molecular formula: CO4S2
Method: DFT, ωB97M-V/def2-TZVPD

LUMO energy = 6.10 eV
M = 140.1 u
frontier orbital gap = 0.2110 Eh

Geometry as ORCA input:
```
! wB97M-V def2-TZVPD RIJCOSX def2/J DEFGRID3
* xyz -2 1
O -1.178 -0.110 -1.527
S -0.795 -0.317 -0.096
O -1.584 0.404 0.910
O -0.667 -1.742 0.248
C 1.066 0.404 0.001
O 1.834 -0.057 -0.821
S 1.324 1.417 1.285
*
```

***

Record 5
Molecular formula: C20H29ORhSi
Method: DFT, ωB97M-V/def2-TZVPD

LUMO energy (spin up / spin down) = 5.25 / 5.21 eV
M = 416.4 u
frontier orbital gap (spin up / spin down) = 0.1097 / 0.1465 Eh
<S²> = 6.03

Geometry as ORCA input:
```
! wB97M-V def2-TZVPD RIJCOSX def2/J DEFGRID3
* xyz -2 5
Rh 0.053 0.233 -0.010
C -1.197 1.732 1.225
C -1.948 1.399 0.042
C -2.352 0.034 0.137
H -2.130 2.047 -0.808
C -1.795 -0.508 1.335
C -1.105 0.555 2.021
H -0.666 0.495 3.007
H -0.740 2.688 1.438
H -3.050 -0.470 -0.518
H -1.957 -1.515 1.698
C 2.384 0.066 0.229
C 1.815 0.073 1.530
C 1.082 -1.134 1.687
H 1.951 0.853 2.287
C 1.143 -1.854 0.467
C 1.950 -1.108 -0.436
H 2.199 -1.411 -1.462
H 2.978 0.877 -0.217
H 0.617 -1.510 2.612
H 0.736 -2.858 0.286
O -0.347 -0.253 -1.803
C -1.397 -3.320 -2.415
C -1.734 -2.037 -3.196
C -2.010 -3.335 -1.037
C 0.081 -3.613 -2.533
C -1.174 -0.506 -2.899
H -2.835 -1.927 -3.276
H -1.470 -2.212 -4.265
H -0.548 -0.210 -3.723
H -2.009 0.191 -2.871
H -2.549 -4.300 -0.938
H -2.763 -2.527 -0.857
H -1.338 -3.253 -0.137
H 0.142 -4.480 -3.230
H 0.640 -3.905 -1.611
H 0.712 -2.804 -2.992
C 0.226 5.746 -0.973
Si 1.736 4.619 -0.917
C 2.966 5.094 -2.244
C 2.508 4.734 0.802
C 1.285 2.880 -1.186
C 0.656 1.798 -0.936
H 0.500 6.795 -0.791
H -0.514 5.453 -0.216
H -0.266 5.685 -1.952
H 3.344 6.116 -2.113
H 3.815 4.399 -2.221
H 2.499 5.017 -3.234
H 1.789 4.434 1.578
H 3.367 4.052 0.878
H 2.854 5.752 1.030
*
```

***

Record 6
Molecular formula: C19H25ClNO9PS3Tc
Method: DFT, ωB97M-V/def2-TZVPD

LUMO energy (spin up / spin down) = 1.13 / 0.17 eV
M = 672.0 u
frontier orbital gap (spin up / spin down) = 0.1477 / 0.1119 Eh
<S²> = 2.03

Geometry as ORCA input:
```
! wB97M-V def2-TZVPD RIJCOSX def2/J DEFGRID3
* xyz -1 3
Tc -0.958 0.801 -0.017
C 2.431 1.625 -5.767
C 1.717 1.336 -4.466
O 0.419 1.953 -4.535
P -0.410 2.217 -3.176
S -2.057 3.123 -3.633
S -0.442 0.378 -2.284
O 0.591 3.056 -2.255
C 0.599 4.494 -2.239
C -0.098 4.999 -0.997
H 3.412 1.148 -5.768
H 2.563 2.698 -5.904
H 1.857 1.240 -6.611
H 2.267 1.736 -3.613
H 1.592 0.264 -4.309
H 0.120 4.876 -3.143
H 1.651 4.783 -2.248
H -1.145 4.697 -1.014
H -0.038 6.090 -0.954
H 0.378 4.578 -0.111
O 0.853 2.143 0.658
S 0.951 0.964 1.566
O 2.052 0.911 2.470
O -0.423 0.875 2.197
O 0.880 -0.194 0.573
O -1.861 2.490 0.198
C -2.988 0.545 -0.719
C -3.941 0.476 0.463
C -3.335 -0.253 1.689
C -2.477 -1.406 1.275
C -2.633 -2.705 1.933
C -1.552 -3.362 2.365
C -0.197 -2.860 1.995
C -0.021 -2.986 0.488
N -1.565 -1.140 0.409
H -1.230 2.970 0.757
H -3.038 -0.345 -1.343
H -3.166 1.421 -1.338
H -4.867 -0.031 0.172
H -4.205 1.484 0.780
H -4.108 -0.609 2.371
H -2.704 0.444 2.246
H -3.635 -3.013 2.201
H -1.659 -4.266 2.957
H -0.120 -1.794 2.237
H -0.255 -4.018 0.189
Cl 3.214 -2.765 5.895
C 2.740 -2.982 4.228
C 1.462 -3.286 3.939
C 1.071 -3.548 2.522
C 2.107 -3.085 1.533
C 3.395 -2.781 1.903
C 3.755 -2.780 3.243
C 1.489 -2.812 0.238
O 2.020 -2.596 -0.828
O -0.946 -2.195 -0.260
H 0.729 -3.390 4.729
H 0.915 -4.642 2.409
H 4.095 -2.458 1.142
H 4.750 -2.511 3.563
*
```

***

Record 7
Molecular formula: C7H12
Method: DFT, ωB97M-V/def2-TZVPD

LUMO energy = 1.17 eV
M = 96.2 u
frontier orbital gap = 0.4018 Eh

Geometry as ORCA input:
```
! wB97M-V def2-TZVPD RIJCOSX def2/J DEFGRID3
* xyz 0 1
C -2.527 0.306 0.104
C -1.231 -0.477 -0.021
C -0.220 0.012 -1.094
C 0.872 -0.011 -0.024
C 2.206 -0.674 -0.161
C 2.115 0.814 0.059
C -0.158 -0.251 1.079
H -3.162 0.167 -0.779
H -2.320 1.379 0.201
H -3.101 -0.005 0.985
H -1.446 -1.545 -0.142
H -0.067 -0.651 -1.953
H -0.450 1.019 -1.462
H 2.495 -1.022 -1.150
H 2.565 -1.295 0.657
H 2.357 1.475 -0.770
H 2.396 1.198 1.037
H -0.357 0.648 1.676
H 0.032 -1.089 1.758
*
```

***

Record 8
Molecular formula: C27H29N2Si
Method: DFT, ωB97M-V/def2-TZVPD

LUMO energy = -4.85 eV
M = 409.6 u
frontier orbital gap = 0.2370 Eh

Geometry as ORCA input:
```
! wB97M-V def2-TZVPD RIJCOSX def2/J DEFGRID3
* xyz 1 1
C 4.112 -3.074 2.235
C 2.894 -3.313 2.888
C 1.867 -2.370 2.835
C 2.054 -1.140 2.165
C 0.980 -0.147 2.056
C -0.357 -0.571 1.909
C -1.470 0.254 1.874
C -2.838 -0.200 1.987
C -3.879 0.752 2.139
C -5.212 0.359 2.184
C -5.545 -1.004 2.136
C -4.526 -1.964 2.048
C -3.186 -1.574 1.991
C 1.331 1.272 2.074
C 0.643 2.190 1.266
C 0.895 3.557 1.324
C 1.898 4.036 2.175
C 2.655 3.135 2.939
C 2.390 1.768 2.880
C 3.299 -0.904 1.531
C 4.304 -1.869 1.546
H 4.908 -3.820 2.264
H 2.743 -4.243 3.439
H 0.916 -2.559 3.336
H -0.523 -1.652 1.896
H -1.344 1.320 2.062
H -3.609 1.810 2.202
H -5.995 1.115 2.248
H -6.592 -1.313 2.162
H -4.780 -3.025 2.017
H -2.397 -2.326 1.929
H -0.104 1.798 0.573
H 0.300 4.232 0.707
H 2.089 5.108 2.239
H 3.455 3.500 3.585
H 2.979 1.065 3.475
H 3.454 0.034 0.993
H 5.242 -1.675 1.022
C 0.066 -1.013 -4.978
Si -0.582 0.705 -4.690
C 0.758 1.989 -4.734
C -1.932 1.107 -5.906
N -1.258 0.747 -2.967
C -0.563 0.675 -1.768
N -1.368 0.792 -0.717
C -2.648 0.934 -1.218
C -2.600 0.904 -2.594
H 0.565 -1.046 -5.960
H 0.800 -1.304 -4.214
H -0.745 -1.753 -4.985
H 1.248 1.955 -5.721
H 0.350 2.999 -4.596
H 1.524 1.813 -3.967
H -1.490 1.098 -6.917
H -2.743 0.366 -5.894
H -2.362 2.104 -5.742
H 0.512 0.553 -1.786
H -3.521 1.055 -0.594
H -3.392 0.980 -3.316
*
```

***

Record 9
Molecular formula: C9H18N2O3
Method: DFT, ωB97M-V/def2-TZVPD

LUMO energy = 0.70 eV
M = 202.3 u
frontier orbital gap = 0.3747 Eh

Geometry as ORCA input:
```
! wB97M-V def2-TZVPD RIJCOSX def2/J DEFGRID3
* xyz 0 1
C 3.399 -0.816 -1.204
C 2.888 0.147 -0.098
C 3.386 1.538 -0.415
C 3.458 -0.351 1.245
O 1.469 0.308 -0.031
C 0.647 -0.762 0.243
O 0.955 -1.893 0.404
N -0.648 -0.250 0.380
C -1.582 -0.462 -0.384
O -1.601 -1.301 -1.476
C -3.073 0.130 0.121
C -2.883 1.558 0.536
C -3.519 -0.890 1.116
N -3.938 -0.065 -1.081
H 3.250 -1.740 -0.686
H 2.845 -0.591 -2.096
H 4.430 -0.605 -1.373
H 4.460 1.431 -0.460
H 2.877 2.133 0.316
H 3.038 1.953 -1.282
H 3.152 -1.372 1.508
H 4.530 -0.037 1.109
H 3.019 0.308 1.954
H -2.507 -1.134 -1.708
H -2.724 1.991 -0.517
H -2.032 1.825 1.139
H -3.683 1.997 1.086
H -4.384 -0.644 1.576
H -3.469 -1.828 0.569
H -2.817 -1.028 1.913
H -3.992 0.756 -1.554
H -4.950 -0.305 -0.854
*
```

***

Record 10
Molecular formula: C4H10InO2
Method: DFT, ωB97M-V/def2-TZVPD

LUMO energy = -6.47 eV
M = 204.9 u
frontier orbital gap = 0.3093 Eh

Geometry as ORCA input:
```
! wB97M-V def2-TZVPD RIJCOSX def2/J DEFGRID3
* xyz 1 1
In -0.827 0.191 0.839
C -0.686 -3.623 -0.698
C -1.464 -2.320 -0.531
O -0.861 -1.321 0.239
H -1.136 -4.107 -1.564
H -0.629 -4.288 0.164
H 0.308 -3.331 -1.036
H -2.503 -2.561 -0.308
H -1.544 -1.932 -1.547
C 1.718 3.384 0.797
C 0.621 2.497 0.318
O 0.546 1.196 0.814
H 1.628 3.742 1.822
H 1.772 4.240 0.124
H 2.717 2.953 0.855
H 0.704 2.338 -0.757
H -0.363 2.942 0.470
*
```

***

Record 11
Molecular formula: C6H17NO
Method: DFT, ωB97M-V/def2-TZVPD

LUMO energy = 0.77 eV
M = 119.2 u
frontier orbital gap = 0.3747 Eh

Geometry as ORCA input:
```
! wB97M-V def2-TZVPD RIJCOSX def2/J DEFGRID3
* xyz 0 1
C -1.680 -1.012 -2.431
C -0.962 0.251 -1.920
C -0.825 0.270 -0.404
C 0.084 -0.838 0.115
C 1.603 -0.656 -0.203
C 2.150 0.747 0.029
N 2.097 1.217 1.412
H -0.969 -1.803 -2.608
H -2.268 -0.799 -3.320
H -2.344 -1.381 -1.649
H -1.445 1.169 -2.263
H 0.037 0.300 -2.357
H -1.798 0.167 0.068
H -0.442 1.237 -0.070
H -0.004 -0.905 1.195
H -0.155 -1.807 -0.314
H 1.751 -0.950 -1.233
H 2.103 -1.441 0.375
H 3.188 0.766 -0.263
H 1.639 1.407 -0.668
H 1.147 1.441 1.701
H 2.348 0.433 2.009
O -1.968 0.148 2.867
H -2.273 -0.691 3.216
H -1.179 -0.100 2.374
*
```

***

Record 12
Molecular formula: C3H9O2
Method: DFT, ωB97M-V/def2-TZVPD

LUMO energy = 4.42 eV
M = 77.1 u
frontier orbital gap = 0.2874 Eh

Geometry as ORCA input:
```
! wB97M-V def2-TZVPD RIJCOSX def2/J DEFGRID3
* xyz -1 1
C -2.070 0.639 0.733
O -1.492 -0.447 0.153
H -2.929 0.335 1.348
H -2.414 1.410 0.031
H -1.346 1.051 1.457
C 1.606 -0.314 0.002
O 0.735 -1.267 -0.467
C 1.251 1.106 -0.505
H 2.629 -0.528 -0.364
H 1.688 -0.267 1.110
H -0.456 -0.729 -0.152
H 0.705 1.040 -1.457
H 2.140 1.736 -0.631
H 0.479 1.709 -0.007
*
```

***

In the order shown, the computed largest force on an atom values come out to 4.12; 4.43; 1.59; 2.15; 7.13; 2.59; 0.22; 1.62; 3.71; 13.75; 1.19; 1.80 eV Å⁻¹.